a.
Computed, not measured: a structure of composition C5H10NOS, with ωB97M-V/def2-TZVPD.

Geometry (Å):
O (2.78718, -0.42301, 0.03501)
C (1.56842, -0.40626, -0.06258)
N (0.74614, -1.47800, -0.10120)
C (-0.68483, -1.25264, -0.27951)
C (-1.40475, -0.70756, 0.99505)
S (-2.64853, 0.55018, 0.60949)
C (0.97040, 0.98750, -0.31996)
C (1.32894, 1.61371, -1.69477)
H (0.89712, -1.00126, 0.94197)
H (-1.08205, -0.70429, -1.12772)
H (-1.14976, -2.22332, -0.47373)
H (-1.86373, -1.54361, 1.52555)
H (-0.64393, -0.29280, 1.67643)
H (-0.11243, 1.10853, -0.24482)
H (1.36648, 1.63725, 0.46318)
H (1.68767, 2.61603, -1.47182)
H (2.09539, 1.05805, -2.23507)
H (0.44352, 1.67114, -2.31318)

The calculation puts the LUMO energy at 3.775 eV. As for the charge: -1. The value obtained for the HOMO energy is -2.91 eV.

---

b.
Computed, not measured: the ion C5H10NOS with charge -1, with ωB97M-V/def2-TZVPD.

Geometry (Å):
C (0.68263, 2.03734, -0.20897)
N (1.04871, 0.63853, -0.11927)
C (0.31934, -0.13278, 0.88361)
C (0.41908, -1.58684, 0.64538)
S (-0.25532, -2.19764, -0.97718)
C (-1.18693, 0.22549, 0.85870)
O (-1.82693, 0.51101, 1.83791)
C (0.87378, 2.60420, -1.61302)
H (1.36003, 2.62124, 0.45278)
H (-0.24017, 2.38236, 0.28650)
H (0.75948, 0.18875, -0.99119)
H (0.76154, 0.09988, 1.86481)
H (1.48824, -1.87484, 0.64298)
H (0.01008, -2.28206, 1.37304)
H (-1.54115, 0.25461, -0.18195)
H (1.28035, 1.83929, -2.26159)
H (0.04806, 3.20602, -1.98505)
H (1.67641, 3.36206, -1.62427)

Its SMILES is CCN[C@@H](C=O)C[S-]. The calculation puts the LUMO energy at 3.700 eV. As for the charge: -1. The value obtained for the HOMO energy is -2.67 eV.

---

Looking at the structures above, which would you pick as the most stable? I would pick b.